1.
6 unconnected molecules or ions with the total composition C30H46FNO11S5 in a non-equilibrium geometry, computed with ωB97M-V with the def2-TZVPD basis set.

**E_HOMO**: -8.30 eV
**LUMO level**: -1.494 eV
**F_max**: 9.74 eV Å⁻¹
**Frontier orbital gap**: 0.2501 Ha
**E**: -4142.93439 Ha

Element x y z (Å)
C  -0.72  3.91  1.27
C  -0.09  2.78  0.67
C  0.83  1.88  -0.40
C  2.30  1.32  0.11
C  2.84  1.62  1.64
C  3.16  0.46  -1.01
C  2.57  0.13  -2.53
C  1.07  0.66  -3.03
C  0.47  0.29  -4.53
O  0.73  -0.98  -4.95
N  -0.29  1.23  -5.43
C  -1.67  0.73  -5.79
O  -2.22  -0.43  -5.41
F  -2.53  1.61  -6.67
C  0.21  1.57  -1.93
C  -1.27  2.21  -2.24
C  -2.52  1.48  -1.46
C  -2.85  -0.04  -1.97
O  -1.73  -0.99  -1.85
C  -1.81  -1.80  -0.62
C  -1.10  -1.39  0.83
O  -2.45  -2.99  -0.63
C  3.60  -0.75  -3.50
O  3.74  -0.59  -4.82
C  4.51  -1.89  -2.68
C  5.05  -1.60  -1.29
C  4.66  -0.13  -0.59
O  5.51  0.48  0.25
H  -1.15  4.91  1.75
H  2.00  2.02  2.37
H  3.77  2.34  1.63
H  3.15  0.55  2.09
H  0.26  1.54  -6.26
H  -1.55  2.30  -3.37
H  -1.24  3.34  -1.83
H  -3.49  2.13  -1.71
H  -2.42  1.56  -0.27
H  -3.27  0.06  -3.07
H  -3.74  -0.47  -1.32
H  -1.91  -0.98  1.59
H  -0.21  -0.63  0.69
H  -0.64  -2.36  1.31
H  4.79  -2.93  -3.15
H  5.70  -2.39  -0.69
C  -5.67  -0.87  2.81
S  -5.23  0.88  2.60
O  -4.32  0.98  1.41
C  -4.21  0.99  4.09
H  -6.29  -1.17  1.96
H  -4.77  -1.48  2.83
H  -6.24  -0.99  3.73
H  -3.39  0.26  4.03
H  -4.82  0.80  4.97
H  -3.79  1.99  4.15
C  -5.30  6.21  3.33
S  -4.80  4.76  2.37
O  -3.48  5.07  1.73
C  -6.08  4.93  1.10
H  -4.60  6.33  4.16
H  -5.26  7.11  2.70
H  -6.31  6.07  3.71
H  -5.99  5.90  0.61
H  -7.06  4.83  1.56
H  -5.94  4.14  0.36
C  4.08  -5.86  0.48
S  5.48  -4.71  0.46
O  5.75  -4.36  -0.97
C  6.72  -5.92  0.97
H  3.18  -5.33  0.15
H  4.27  -6.69  -0.20
H  3.92  -6.23  1.49
H  6.75  -6.75  0.27
H  6.47  -6.29  1.97
H  7.69  -5.43  1.00
C  -2.94  -7.59  -1.00
S  -3.66  -6.34  0.10
O  -4.26  -7.06  1.27
C  -5.01  -5.88  -1.01
H  -2.09  -8.05  -0.49
H  -3.69  -8.36  -1.22
H  -2.60  -7.11  -1.92
H  -5.63  -6.75  -1.23
H  -4.60  -5.46  -1.93
H  -5.63  -5.12  -0.51
C  6.56  6.01  1.04
S  6.00  4.40  1.63
O  5.23  4.62  2.90
C  7.64  3.79  2.08
H  5.69  6.59  0.73
H  7.08  6.54  1.84
H  7.22  5.87  0.18
H  8.10  4.45  2.82
H  8.27  3.72  1.19
H  7.53  2.79  2.52

***

2.
A molecular structure, C30H46GaO2P2 in a non-equilibrium geometry, computed with ωB97M-V with the def2-TZVPD basis set.

**E_HOMO (spin up / spin down)**: -8.98 / -8.88 eV
**LUMO level (spin up / spin down)**: -4.738 / -4.728 eV
**Energy above the lowest of the compared OMol25 structures with the same formula, charge and spin**: 175.98 kcal/mol
**Total charge**: +1
**F_max**: 4.73 eV Å⁻¹
**Frontier orbital gap (spin up / spin down)**: 0.1560 / 0.1527 Ha
**E**: -3928.08008 Ha

Element x y z (Å)
Ga  1.39  -3.60  -0.40
C  -0.57  1.50  -1.56
C  -1.71  1.11  -0.82
C  -0.32  2.28  0.59
C  0.30  2.22  -0.69
C  -1.56  1.58  0.51
C  -0.35  1.29  -3.01
H  -0.84  0.38  -3.36
H  0.72  1.21  -3.22
H  -0.75  2.12  -3.60
C  1.59  2.84  -1.04
H  1.76  2.80  -2.13
H  2.43  2.32  -0.55
H  1.62  3.89  -0.73
C  0.20  3.01  1.77
H  -0.24  4.01  1.85
H  1.29  3.12  1.71
H  -0.04  2.46  2.69
C  -2.52  1.45  1.63
H  -3.13  2.35  1.74
H  -1.99  1.27  2.57
H  -3.20  0.61  1.44
C  -2.90  0.39  -1.32
H  -3.73  1.08  -1.53
H  -3.26  -0.34  -0.59
H  -2.67  -0.14  -2.25
C  1.49  -5.35  -1.00
C  0.83  -5.07  -2.37
C  -0.62  -5.62  -2.61
C  -1.48  -6.12  -1.41
C  -1.46  -5.25  -0.25
C  -0.69  -5.46  0.91
C  0.34  -6.66  0.99
C  1.14  -6.68  -0.29
H  -0.57  -6.44  -3.35
H  -1.34  -7.19  -1.18
H  -1.22  -4.83  -3.10
H  0.63  -7.29  -1.03
H  2.60  -5.35  -1.06
H  1.44  -5.71  -3.02
H  2.11  -7.11  -0.04
H  0.92  -6.51  1.92
H  -1.42  -5.56  1.89
H  -0.28  -7.58  1.13
H  -2.52  -6.08  -1.78
H  -2.33  -4.63  -0.09
P  1.04  -3.59  -3.81
C  2.63  -2.98  -3.02
C  -0.35  -2.39  -3.35
P  -1.32  -4.02  2.60
C  -0.09  -4.03  1.17
C  -2.58  -3.00  1.82
C  -0.04  -3.75  3.85
H  2.65  -2.21  -2.20
H  3.12  -2.53  -3.90
H  3.27  -3.83  -2.74
H  -1.33  -2.89  -3.24
H  -0.45  -1.74  -4.23
H  -0.27  -1.71  -2.48
H  0.46  -4.72  4.03
H  -0.57  -3.43  4.76
H  0.72  -3.00  3.56
H  0.90  -4.04  1.66
H  -0.37  -3.14  0.52
H  -2.64  -2.02  2.30
H  -3.50  -3.58  2.03
H  -2.51  -2.89  0.73
O  2.28  -1.62  0.24
C  1.88  -0.90  1.25
O  0.79  -1.01  1.85
C  2.76  0.24  1.82
C  2.46  0.74  3.11
C  3.32  1.62  3.79
C  4.47  2.11  3.15
C  4.71  1.74  1.82
C  3.84  0.85  1.16
H  1.56  0.43  3.62
H  3.11  1.94  4.82
H  5.17  2.77  3.68
H  5.58  2.15  1.30
H  4.02  0.61  0.11